Formula: CBr3P
Source: the Open Molecules 2025 dataset
Level of theory: the ωB97M-V functional and the def2-TZVPD basis

Structure (XYZ):
```
5
Properties=species:S:1:pos:R:3:forces:R:3:mulliken_charge:R:1
C 0.666459 -0.208299 -0.272628 -1.40 0.49 -0.04 -0.1110
P -1.678383 1.011482 0.881515 0.98 -0.19 -0.17 0.1664
Br 0.706943 -2.019788 0.129675 0.15 -0.20 0.14 0.0227
Br 2.284670 0.670257 -0.126006 0.35 0.08 0.20 -0.0135
Br -3.146202 -0.066948 -0.261266 -0.09 -0.17 -0.14 -0.0646
```
Positions in Å, forces in eV/Å.

As for the spin multiplicity: 1.

---

Formula: C2H3IO
Source: the Open Molecules 2025 dataset
Level of theory: the ωB97M-V functional and the def2-TZVPD basis

Structure (XYZ):
```
7
Properties=species:S:1:pos:R:3:forces:R:3:mulliken_charge:R:1
C -1.729180 0.639846 0.273419 2.54 0.46 1.44 0.0568
C 1.878328 -0.228527 -0.461355 -0.02 0.11 0.17 -0.3646
O -2.508625 0.653412 1.190736 0.22 0.02 -1.00 -0.4032
I 2.299755 -2.095231 -1.142591 0.04 -0.07 -0.01 0.1808
H -1.840796 0.167146 -0.699477 -0.82 -0.18 -0.42 0.2413
H -0.610953 1.030006 0.389990 -1.90 -0.30 -0.03 0.1085
H 2.511471 -0.166652 0.449279 -0.04 -0.04 -0.14 0.1804
```
Positions in Å, forces in eV/Å.

As for the spin multiplicity: 1.

---

Formula: C4H7NO
Source: the Open Molecules 2025 dataset
Level of theory: the ωB97M-V functional and the def2-TZVPD basis

Structure (XYZ):
```
13
Properties=species:S:1:pos:R:3:forces:R:3:mulliken_charge:R:1
C 1.410883 -0.586312 -0.054457 0.18 -0.46 1.45 -1.0480
C -0.004332 0.043194 0.329997 0.91 -0.72 -1.92 0.5834
C -1.144279 -0.866363 0.783772 0.18 -0.07 -0.26 -0.2620
O -2.136365 -0.569656 1.416031 1.07 0.22 -0.66 -0.4572
C -0.412983 1.446603 0.002042 -0.07 0.43 -0.15 -0.3440
N -0.013742 0.608308 -1.072505 -1.35 0.70 -1.06 -0.4569
H 1.570624 -0.855981 -1.132901 -0.78 0.23 1.07 0.2776
H 2.196886 0.140546 0.145931 0.06 -0.23 0.41 0.3013
H 1.502792 -1.501591 0.500937 0.80 -0.41 0.73 0.3968
H -0.990250 -1.912884 0.465694 -0.01 -0.23 0.11 0.3199
H -1.480032 1.641315 -0.033785 0.00 0.05 0.94 0.2337
H 0.215750 2.298956 0.240981 0.05 -0.10 -0.17 0.2266
H -0.714956 0.113869 -1.591732 -1.03 0.58 -0.47 0.2286
```
Positions in Å, forces in eV/Å.

As for the SMILES: C[C@@]1(C=O)CN1. As for the spin multiplicity: 1.

---

Formula: C3H3IS
Source: the Open Molecules 2025 dataset
Level of theory: the ωB97M-V functional and the def2-TZVPD basis

Structure (XYZ):
```
8
Properties=species:S:1:pos:R:3:forces:R:3:mulliken_charge:R:1
C -0.709530 -0.082805 -1.848201 -0.52 0.02 -1.56 -0.2829
C -0.623697 0.280389 -0.630306 3.72 -2.17 3.21 0.1197
C 0.369574 -0.102172 0.975042 -2.10 -0.53 -3.81 -0.7043
S -1.817668 1.406633 -1.154239 -0.63 0.49 -0.45 -0.2866
I 0.605191 -2.211517 1.264062 -0.56 0.05 -0.03 0.0691
H -0.643027 -0.506507 -2.893443 0.03 0.59 1.98 0.3754
H -0.369811 0.334734 1.642655 1.02 0.13 0.44 0.3372
H 1.447461 0.062306 0.841341 -0.96 1.42 0.22 0.3723
```
Positions in Å, forces in eV/Å.

As for the spin multiplicity: 1.

---

Formula: C6H8ClNO2S
Source: the Open Molecules 2025 dataset
Level of theory: the ωB97M-V functional and the def2-TZVPD basis

Structure (XYZ):
```
19
Properties=species:S:1:pos:R:3:forces:R:3:mulliken_charge:R:1
C 2.171708 -1.402302 0.504851 -1.82 0.45 -0.46 -0.4944
C 2.021884 -0.052741 0.470062 1.52 2.89 0.85 -0.4798
C 0.059536 -1.427515 -0.612099 -2.43 -2.27 -1.06 -0.1485
C 1.105041 -2.084292 -0.019599 -0.33 -2.96 -0.22 -0.3725
C 0.866990 0.569796 -0.020261 0.44 0.11 0.71 0.9065
C 0.731435 2.029244 0.113451 -3.87 0.89 -0.21 -1.2941
N -0.101837 -0.107206 -0.589764 -0.39 -0.90 -0.81 -0.3616
O -3.143802 1.360302 1.084111 0.08 -0.12 -0.49 -0.4582
O -2.527141 0.573757 -1.248283 -0.18 0.43 0.14 -0.4338
S -3.654758 0.789844 -0.143862 1.46 -0.39 -0.64 0.6175
Cl -3.960986 -1.286187 0.321923 -0.01 -0.03 0.06 -0.2763
H 2.884655 -2.005383 0.952632 1.86 -0.32 0.81 0.4820
H 2.771266 0.710754 0.855561 -0.72 -1.48 -0.33 0.2305
H -0.776696 -2.089988 -1.109492 1.57 1.69 1.02 0.2728
H -1.454593 0.353154 -1.163610 -1.13 0.16 1.33 0.5793
H 1.106474 -3.225607 0.067619 -0.17 1.82 -0.46 0.2635
H 1.681759 2.420099 0.060116 1.90 1.54 -0.80 0.4628
H 0.321955 2.439401 1.059269 0.26 -0.99 0.07 0.2628
H -0.102888 2.434876 -0.582620 1.98 -0.53 0.50 0.2414
```
Positions in Å, forces in eV/Å.

As for the spin multiplicity: 1.

---

Formula: C11H9Cl2N3OS
Source: the Open Molecules 2025 dataset
Level of theory: the ωB97M-V functional and the def2-TZVPD basis

Structure (XYZ):
```
27
Properties=species:S:1:pos:R:3:forces:R:3:mulliken_charge:R:1
C 2.886195 -0.051224 2.439686 0.27 -0.03 -0.01 -0.8747
N 1.634461 0.579902 2.178391 -0.69 0.15 0.20 -0.4254
C 1.323210 1.160234 1.117643 1.26 -0.39 -0.65 0.4583
N 0.123626 1.833226 1.057927 -0.76 0.09 0.77 -0.1891
C -0.311016 2.538870 0.029995 0.00 0.07 -0.09 0.4242
N -0.716279 3.156331 -0.845401 -0.31 0.53 -0.60 -0.5190
S 2.289978 1.304989 -0.424641 0.07 -0.18 0.35 -0.1549
C 2.500340 -0.463805 -0.861831 0.15 0.40 0.05 -0.4429
C 1.347164 -0.874069 -1.751070 0.15 -0.12 0.27 -0.0753
O 1.504138 -1.182470 -2.903031 -0.01 0.04 -0.08 -0.5496
C -0.008669 -0.751700 -1.133709 -0.43 -0.13 -0.08 0.1170
C -0.938393 0.049238 -1.794549 0.06 -0.19 0.15 -0.5865
C -2.192714 0.282255 -1.266552 -0.09 -0.10 0.07 -0.6773
C -2.536014 -0.308960 -0.059725 0.39 -0.08 -0.20 0.4222
Cl -4.079805 -0.006224 0.639932 -0.22 0.04 0.09 -0.2086
C -1.652180 -1.154682 0.594175 -0.01 0.04 0.01 -0.8460
C -0.396085 -1.372770 0.052759 -0.24 0.26 -0.27 1.1207
Cl 0.635746 -2.502648 0.854635 0.11 -0.24 0.15 -0.1959
H 3.178406 0.229484 3.451942 0.14 -0.10 -0.04 0.3360
H 3.674587 0.240599 1.738272 0.03 -0.04 0.01 0.3611
H 2.755373 -1.135223 2.421449 0.08 -0.02 0.01 0.2669
H -0.421613 1.851456 1.912111 0.12 -0.04 -0.06 0.2837
H 3.438507 -0.536389 -1.411123 -0.05 -0.05 0.04 0.4021
H 2.542091 -1.049646 0.051324 0.08 -0.02 -0.07 0.2876
H -0.650413 0.509904 -2.726586 0.03 0.07 -0.07 0.3712
H -2.889959 0.923983 -1.779070 -0.08 0.09 0.00 0.4291
H -1.937876 -1.641456 1.512915 -0.03 -0.05 0.07 0.4650
```
Positions in Å, forces in eV/Å.

As for the SMILES: C/N=C(/NC#N)SCC(=O)c1ccc(Cl)cc1Cl. As for the spin multiplicity: 1.

---

Formula: C8H16N2O3
Source: the Open Molecules 2025 dataset
Level of theory: the ωB97M-V functional and the def2-TZVPD basis

Structure (XYZ):
```
29
Properties=species:S:1:pos:R:3:forces:R:3:mulliken_charge:R:1
C -2.140254 1.651827 -0.250356 -5.31 -0.10 -0.35 -1.3337
C -1.827308 0.378701 -1.019561 2.98 1.81 -1.20 -0.8393
C -1.497672 -0.882500 -0.308615 -1.53 0.96 1.62 0.2183
C -2.857231 -1.459031 0.270175 -0.06 0.33 0.92 -1.2682
C -0.349441 -0.602323 0.602663 -0.07 -1.08 4.35 -0.4421
N -0.929715 0.353705 1.630083 2.63 -2.81 2.09 -0.5782
C 0.896200 0.205669 0.114818 -2.92 -3.95 -1.87 0.3557
O 0.969402 1.367404 0.172002 0.49 4.89 1.51 -0.5238
N 1.678157 -0.489782 -0.666259 5.95 -0.06 -1.67 -0.1616
C 3.106616 0.120850 -1.006840 -1.46 1.13 0.08 -0.5743
C 4.237698 0.012073 0.000228 2.47 -3.71 0.53 0.5703
O 5.441623 -0.411452 -0.126293 -5.22 2.36 0.26 -0.5974
O 3.620947 0.174510 1.188140 1.07 -0.12 0.23 -0.3725
H -1.489930 2.389555 0.129952 1.51 0.34 -0.23 0.3980
H -2.673946 1.272818 0.621063 -0.22 0.55 0.26 0.3710
H -2.978825 2.241697 -0.774835 1.36 -0.75 0.28 0.2853
H -2.602544 0.049917 -1.640079 -1.22 0.56 -1.44 0.6106
H -0.916422 0.669246 -1.588028 -0.63 -0.50 -0.58 0.2216
H -1.154405 -1.574040 -0.978679 0.64 -1.82 -2.32 0.6079
H -3.696610 -1.179185 -0.412321 0.86 -0.54 -0.09 0.3556
H -3.225270 -0.816509 1.197550 1.24 -2.15 -1.24 0.2507
H -2.790303 -2.627062 0.286283 -0.43 2.25 0.79 0.3191
H -0.019580 -1.547744 1.139867 -0.12 0.89 -0.74 0.4752
H -0.186433 0.263487 2.462088 -2.03 1.20 -2.42 0.3076
H -0.709490 1.062053 0.953358 0.14 2.13 2.03 0.1379
H 1.470170 -1.426334 -0.895514 0.17 -1.03 0.05 0.2342
H 3.514770 -0.144159 -1.954948 -0.37 -0.44 -0.84 0.3935
H 2.924281 1.218638 -0.975860 -0.20 -0.63 -0.48 0.2673
H 4.185522 -0.272021 1.829904 0.27 0.29 0.48 0.3112
```
Positions in Å, forces in eV/Å.

As for the SMILES: CC[C@H](C)[C@H](N)C(=O)NCC(=O)O. As for the spin multiplicity: 1.

---

Formula: C28H24NO2SiV
Source: the Open Molecules 2025 dataset
Level of theory: the ωB97M-V functional and the def2-TZVPD basis

Structure (XYZ):
```
57
Properties=species:S:1:pos:R:3:forces:R:3:mulliken_charge:R:1
V -0.129507 0.969158 0.057737 -2.31 0.61 -2.58 0.8387
C 3.666739 -0.689514 0.253412 0.11 -0.05 -0.09 -1.9033
C 2.385306 -0.162404 0.763394 -0.33 0.19 -0.25 1.2806
O 1.530474 0.229472 -0.108561 1.38 -0.71 0.14 -0.3065
C 2.090363 -0.072909 2.165985 0.08 -0.02 -0.07 0.3734
C 3.054490 -0.440649 3.118673 0.03 -0.02 -0.01 -0.9114
C 2.781591 -0.335024 4.464313 -0.03 0.01 0.06 -1.0398
C 1.534928 0.122866 4.879650 -0.02 0.00 0.05 -0.4599
C 0.552095 0.481104 3.960364 -0.20 0.00 0.37 -0.7681
C 0.840930 0.379153 2.631171 -0.03 0.22 -0.66 0.7035
O -0.100109 0.738363 1.682740 0.28 -0.54 3.06 -0.0733
H 3.662093 -0.709959 -0.831755 -0.01 0.00 -0.01 0.3678
H 3.838852 -1.696155 0.639590 0.03 0.02 -0.01 0.4777
H 4.485767 -0.055367 0.603473 0.00 -0.04 -0.01 0.4579
H 4.019154 -0.807082 2.795939 -0.01 0.03 0.01 0.4741
H 3.531873 -0.609282 5.192123 -0.02 -0.01 0.01 0.4611
H 1.317900 0.201009 5.937199 0.00 0.00 -0.01 0.4792
H -0.423687 0.826173 4.276070 0.04 0.00 0.02 0.5349
C -1.925375 0.286115 -0.482890 0.77 0.17 0.33 -1.2585
C -2.732665 -0.768376 0.158973 0.20 0.22 -0.07 0.8038
C -3.207857 -0.615831 1.461041 -0.03 0.10 0.15 -0.2130
C -3.969129 -1.604285 2.050625 0.01 0.05 0.03 -0.9521
C -4.264426 -2.764355 1.334849 -0.11 -0.11 0.16 0.5681
C -3.794364 -2.926253 0.037640 0.03 -0.06 -0.13 -0.8219
C -3.033147 -1.928361 -0.545209 0.01 -0.22 -0.16 -0.5152
C -5.070104 -3.791613 1.948257 0.07 0.10 -0.07 -0.1490
N -5.714690 -4.602619 2.443295 0.04 0.02 -0.01 -0.3844
H -2.212001 1.332083 -0.171832 -0.08 -0.01 -0.13 0.4120
H -1.843226 0.216841 -1.572881 -0.11 0.07 -0.05 0.6788
H -2.993064 0.294029 2.010031 -0.02 -0.01 0.02 0.4727
H -4.349890 -1.487375 3.055934 0.00 0.02 -0.01 0.4786
H -4.034769 -3.826789 -0.510956 0.01 0.02 0.00 0.4899
H -2.678740 -2.052138 -1.561672 -0.03 -0.01 0.01 0.3903
C -0.579333 3.488991 -4.244048 -0.03 0.02 0.00 -0.5144
C 0.130014 2.477008 -3.614252 -0.11 -0.06 0.02 -1.0430
C 0.246774 2.503020 -2.231534 0.00 -0.04 0.07 0.0309
C -0.327890 3.525679 -1.459975 0.03 0.06 -0.12 1.1763
C -1.060485 4.519025 -2.115032 -0.10 -0.01 -0.09 -1.0160
C -1.175545 4.501380 -3.497808 0.01 -0.01 0.02 -0.6971
Si -0.101532 3.502493 0.361763 -0.12 -0.03 -0.07 0.6060
C 1.551854 3.728398 1.068777 0.20 -0.01 -0.06 0.6855
C 1.696597 4.138196 2.398985 0.07 -0.06 0.14 -0.4300
C 2.961497 4.353052 2.925803 -0.02 -0.01 0.01 -0.6708
C 4.086018 4.152701 2.133873 -0.02 -0.01 0.00 -0.4918
C 3.955018 3.737491 0.811118 -0.05 -0.01 0.00 -0.7621
C 2.693758 3.529328 0.277713 0.14 0.06 0.05 -0.2421
H -0.667557 3.489629 -5.322575 0.00 0.01 0.02 0.4328
H 0.594121 1.689755 -4.193165 0.00 0.01 0.01 0.4635
H 0.881695 1.732603 -1.783145 0.30 0.08 -0.05 0.4616
H -1.532633 5.315442 -1.551224 0.01 -0.02 -0.02 0.4291
H -1.728613 5.284944 -3.999236 0.01 -0.02 0.01 0.4269
H -1.237111 3.948955 1.175246 -0.05 0.00 0.05 -0.0970
H 0.823686 4.310549 3.019933 0.02 0.01 -0.02 0.4296
H 3.071004 4.694018 3.947058 0.00 0.00 -0.02 0.4602
H 5.070983 4.339984 2.543113 -0.03 -0.01 -0.01 0.4609
H 4.834217 3.608259 0.193196 -0.01 0.01 0.01 0.4818
H 2.599540 3.250191 -0.766238 -0.01 0.01 0.00 0.4326
```
Positions in Å, forces in eV/Å.

Its total charge is +2. As for the spin multiplicity: 1.

---

Number 1: total energy -8101.3333 a.u.. Number 2: total energy -450.7553 a.u.. Number 3: total energy -286.4821 a.u.. Number 4: total energy -811.8180 a.u.. Number 5: total energy -1297.0176 a.u.. Number 6: total energy -1982.6320 a.u.. Number 7: total energy -649.5417 a.u.. Number 8: total energy -2519.4825 a.u..